{
  "formula": "C6H9FN2",
  "method": "ωB97M-V with the def2-TZVPD basis set",
  "symbols": ["C", "C", "C", "C", "C", "C", "N", "N", "F", "H", "H", "H", "H", "H", "H", "H", "H", "H"],
  "xyz": [[2.99, 0.77, 0.26], [1.70, 0.97, 0.65], [1.80, -0.35, -1.11], [-1.10, -0.51, -1.39], [-1.20, 0.27, 1.03], [-0.44, 0.18, -0.25], [3.03, -0.07, -0.82], [0.92, 0.25, -0.23], [-0.77, 2.12, -0.92], [3.89, 1.17, 0.68], [1.28, 1.60, 1.40], [1.50, -0.99, -1.91], [-2.17, -0.32, -1.36], [-0.71, -0.14, -2.34], [-0.93, -1.59, -1.33], [-0.56, 0.46, 1.88], [-1.94, 1.06, 0.96], [-1.74, -0.67, 1.19]],
  "e_above_lowest_kj_mol": 63.13,
  "e_tot_ev": -12064.084,
  "homo_lumo_gap_ev": 9.12
}


{
  "formula": "C44H61FN4O8P2Ti",
  "method": "ωB97M-V with the def2-TZVPD basis set",
  "symbols": ["Ti", "O", "C", "C", "C", "C", "C", "C", "C", "O", "N", "N", "C", "C", "C", "C", "C", "C", "N", "H", "H", "H", "H", "H", "H", "H", "H", "H", "H", "C", "C", "C", "C", "C", "C", "C", "C", "C", "C", "C", "C", "N", "C", "C", "C", "C", "C", "C", "F", "H", "H", "H", "H", "H", "H", "H", "H", "H", "H", "H", "H", "H", "H", "H", "H", "H", "H", "H", "H", "H", "C", "C", "C", "O", "P", "O", "C", "P", "O", "O", "C", "C", "C", "O", "C", "C", "C", "O", "C", "C", "C", "H", "H", "H", "H", "H", "H", "H", "H", "H", "H", "H", "H", "H", "H", "H", "H", "H", "H", "H", "H", "H", "H", "H", "H", "H", "H", "H", "H", "H", "H"],
  "xyz": [[0.07, -0.64, -0.11], [-3.73, 3.11, 1.71], [-4.48, 2.17, 1.12], [-5.85, 2.40, 1.07], [-6.69, 1.47, 0.49], [-6.18, 0.30, -0.07], [-4.83, 0.07, -0.03], [-3.95, 0.99, 0.57], [-2.51, 0.66, 0.61], [-2.10, -0.44, 0.10], [-1.69, 1.51, 1.21], [-0.45, 0.95, 1.24], [0.39, 1.38, 2.10], [1.60, 0.59, 2.27], [2.47, 0.81, 3.32], [3.53, -0.06, 3.50], [3.68, -1.12, 2.62], [2.76, -1.27, 1.60], [1.74, -0.43, 1.41], [-2.79, 2.81, 1.70], [-6.23, 3.31, 1.51], [-7.76, 1.67, 0.46], [-6.85, -0.42, -0.54], [-4.40, -0.82, -0.48], [0.16, 2.20, 2.78], [2.31, 1.65, 3.99], [4.24, 0.09, 4.31], [4.50, -1.83, 2.72], [2.85, -2.09, 0.90], [3.94, 2.70, 0.58], [3.25, 2.01, -0.60], [3.32, 2.95, -1.81], [3.84, 0.64, -0.91], [5.21, 0.47, -0.83], [5.80, -0.74, -1.14], [5.02, -1.79, -1.58], [3.63, -1.67, -1.70], [2.92, -2.89, -2.29], [2.20, -3.74, -1.24], [2.00, -2.62, -3.48], [3.03, -0.45, -1.32], [1.61, -0.25, -1.43], [1.26, 0.38, -2.62], [2.05, 0.47, -3.77], [1.62, 1.16, -4.89], [0.39, 1.81, -4.90], [-0.42, 1.76, -3.77], [0.05, 1.05, -2.69], [-0.70, 1.02, -1.54], [3.38, 3.59, 0.88], [4.94, 3.03, 0.31], [4.03, 2.04, 1.44], [2.20, 1.87, -0.35], [4.37, 3.14, -2.07], [2.86, 3.92, -1.57], [2.82, 2.55, -2.68], [5.84, 1.30, -0.53], [6.88, -0.85, -1.08], [5.49, -2.72, -1.87], [3.73, -3.51, -2.67], [1.41, -3.19, -0.75], [2.89, -4.11, -0.48], [1.73, -4.61, -1.72], [1.11, -2.07, -3.20], [1.67, -3.58, -3.90], [2.52, -2.08, -4.27], [3.03, 0.00, -3.77], [2.26, 1.21, -5.76], [0.06, 2.36, -5.78], [-1.37, 2.28, -3.71], [-0.18, -7.18, 1.17], [-0.48, -5.95, 1.98], [0.57, -5.65, 3.03], [-0.50, -4.83, 1.01], [-1.24, -3.47, 1.17], [-0.31, -2.30, 1.13], [-2.46, -3.39, -0.16], [-1.85, -2.86, -1.77], [-0.74, -1.89, -1.64], [-1.34, -4.10, -2.56], [-2.19, -5.10, -3.21], [-1.72, -5.24, -4.63], [-2.05, -6.38, -2.41], [-3.16, -2.30, -2.43], [-3.08, -1.48, -3.67], [-4.03, -2.08, -4.66], [-3.43, -0.06, -3.28], [-2.04, -3.59, 2.50], [-2.89, -2.50, 3.04], [-3.86, -3.17, 3.97], [-2.03, -1.45, 3.72], [-0.17, -8.05, 1.82], [0.80, -7.10, 0.69], [-0.94, -7.33, 0.39], [-1.47, -6.00, 2.42], [1.55, -5.53, 2.56], [0.64, -6.49, 3.73], [0.32, -4.75, 3.59], [-3.23, -2.67, 0.13], [-2.92, -4.38, -0.25], [-3.22, -4.74, -3.18], [-0.69, -5.61, -4.65], [-1.75, -4.29, -5.16], [-2.35, -5.96, -5.17], [-1.01, -6.71, -2.40], [-2.66, -7.17, -2.87], [-2.39, -6.25, -1.38], [-2.05, -1.53, -4.02], [-5.05, -2.06, -4.27], [-3.77, -3.11, -4.91], [-4.02, -1.49, -5.59], [-4.48, 0.00, -2.97], [-3.29, 0.59, -4.15], [-2.79, 0.29, -2.47], [-3.42, -2.06, 2.19], [-3.33, -3.63, 4.81], [-4.44, -3.93, 3.46], [-4.55, -2.42, 4.38], [-1.51, -1.88, 4.58], [-2.68, -0.64, 4.07], [-1.30, -1.03, 3.03]],
  "spin_multiplicity": 2,
  "e_tot_ev": -113374.741,
  "homo_lumo_gap_ev": [6.81, 6.69],
  "total_charge": 1
}


{
  "formula": "C3H8Si2",
  "method": "ωB97M-V with the def2-TZVPD basis set",
  "symbols": ["C", "C", "Si", "Si", "C", "H", "H", "H", "H", "H", "H", "H", "H"],
  "xyz": [[0.51, 1.39, 0.03], [-0.92, 1.36, 0.00], [-1.68, -0.41, 0.01], [0.43, -1.51, 0.01], [1.31, 0.18, 0.08], [1.03, 2.26, -0.04], [-1.60, 2.24, -0.07], [-2.52, -0.45, 1.13], [-2.44, -0.74, -1.10], [0.85, -2.38, -1.23], [0.93, -2.48, 1.17], [1.98, 0.21, -0.88], [2.11, 0.33, 0.89]],
  "smiles": "C1=C[SiH2][SiH2]C1",
  "e_above_lowest_kj_mol": 54.77,
  "e_tot_ev": -18993.650,
  "homo_lumo_gap_ev": 10.21
}


{
  "formula": "C9H29N2O6",
  "method": "ωB97M-V with the def2-TZVPD basis set",
  "symbols": ["O", "H", "C", "O", "N", "N", "H", "H", "H", "H", "C", "C", "O", "H", "H", "H", "H", "H", "H", "C", "C", "O", "H", "H", "H", "H", "H", "H", "C", "C", "O", "H", "H", "H", "H", "H", "H", "C", "C", "O", "H", "H", "H", "H", "H", "H"],
  "xyz": [[0.33, 0.19, 0.01], [0.59, -0.70, -0.29], [-1.38, -2.74, -0.02], [-1.86, -3.82, -0.12], [-1.63, -1.70, -0.81], [-0.64, -2.33, 0.96], [-1.96, -2.02, -1.71], [-1.06, -0.87, -0.72], [-0.25, -3.01, 1.59], [-0.24, -1.41, 0.83], [-3.88, 0.94, 2.55], [-2.60, 0.16, 2.25], [-1.77, 1.14, 1.56], [-4.58, 0.32, 3.11], [-4.44, 1.33, 1.70], [-3.68, 1.82, 3.16], [-2.76, -0.60, 1.48], [-2.10, -0.23, 3.13], [-1.13, 0.69, 1.01], [3.99, -1.16, -2.91], [2.71, -0.82, -2.18], [2.67, 0.30, -1.27], [4.42, -0.27, -3.37], [3.88, -1.97, -3.62], [4.67, -1.42, -2.10], [2.37, -1.68, -1.60], [1.95, -0.69, -2.95], [1.85, 0.28, -0.78], [1.49, 0.70, 4.43], [1.67, 0.74, 2.97], [1.20, -0.48, 2.50], [2.14, -0.08, 4.82], [0.44, 0.74, 4.69], [1.92, 1.63, 4.81], [2.69, 1.00, 2.67], [1.03, 1.49, 2.51], [0.75, -0.34, 1.67], [-1.02, 2.38, -4.01], [-0.54, 1.22, -3.17], [-1.29, 0.95, -1.97], [-1.10, 3.30, -3.43], [-2.00, 2.12, -4.41], [-0.30, 2.46, -4.83], [0.52, 1.28, -2.92], [-0.46, 0.38, -3.86], [-0.58, 0.75, -1.35]],
  "spin_multiplicity": 2,
  "e_tot_ev": -25063.391,
  "homo_lumo_gap_ev": [10.83, 4.46]
}


Max |F|
In order: 2.71; 0.95; 6.90; 4.77
Unit: eV Å⁻¹